This record from the OMol25 dataset describes a cluster of 8 separate species, C34H47N9P2S in total. The level of theory is the ωB97M-V functional and the def2-TZVPD basis.

XYZ file:
```
93
Properties=species:S:1:pos:R:3:mulliken_charge:R:1
S 0.716 0.696 5.438 -0.4326
P -0.385 2.311 5.261 0.0539
P -1.645 2.341 3.355 0.5990
N -6.375 5.283 4.056 0.0189
N -1.971 -3.342 0.805 0.0689
N 6.565 -1.125 0.160 0.0071
N 0.223 1.861 1.484 -0.2054
N -2.247 -1.436 -2.928 0.1328
N -6.394 -4.249 -5.599 -0.0106
N 7.371 -0.545 -5.053 0.0466
N 3.099 -2.024 5.229 0.1775
N -2.608 2.263 1.839 -0.7797
C -2.606 0.660 -3.535 -0.8563
C 3.492 -2.931 6.172 -0.3629
C 7.250 -2.427 -6.208 -0.5399
C 1.918 3.391 0.737 -0.5673
C 4.703 -3.233 4.304 -0.0468
C -6.312 -4.798 -6.850 -0.4361
C 7.618 -0.214 -6.358 -0.5250
C 1.251 2.175 0.710 -0.3934
C 7.146 -1.892 -4.953 -0.1662
C -2.605 -1.473 -4.248 -0.6957
C 6.559 -2.030 1.186 -0.4850
C -0.184 2.793 2.348 0.5345
C -0.947 -2.446 0.948 -1.2060
C -5.499 -3.221 -5.485 -0.5129
C -3.159 -2.671 0.686 -0.8683
C 1.496 4.352 1.642 -0.6879
C 7.549 -1.361 -7.101 -0.3733
C -5.353 -4.113 -7.545 -0.7678
C -7.075 7.293 3.455 -0.3721
C -2.660 3.758 3.981 -1.4114
C -2.244 -0.145 -2.488 -0.3292
C -4.836 -3.111 -6.678 -0.0548
C -2.890 -1.330 0.754 -0.2674
C 7.213 -3.056 -0.705 -0.4213
C 3.830 -2.199 4.089 -0.6025
C -6.916 6.451 4.522 -0.5210
C -6.188 5.370 2.703 -0.4227
C 6.962 -1.743 -0.995 -0.2203
C -2.836 -0.186 -4.656 -0.2214
C 4.488 -3.700 5.629 -0.8341
C 0.430 4.028 2.466 -0.1009
C -6.614 6.606 2.299 -0.4855
C -1.484 -1.187 0.920 0.2799
C 6.957 -3.238 0.681 -0.4075
H 7.034 -1.196 -1.919 0.1362
H 7.545 -3.803 -1.406 0.4175
H -7.480 8.290 3.496 0.3878
H -6.152 4.487 4.622 0.2088
H -1.310 2.368 6.328 0.0859
H -1.961 0.990 3.627 0.0271
H 2.736 3.578 0.067 0.4204
H 7.697 -1.430 -8.165 0.3840
H 0.344 3.509 5.429 0.0932
H 0.070 -2.779 1.061 0.4841
H -2.665 -2.408 -4.780 0.5201
H -6.598 6.977 1.289 0.4008
H -3.621 -0.541 0.688 0.4001
H -3.353 3.418 4.739 0.4102
H -4.068 -2.392 -6.906 0.4191
H 5.414 -3.617 3.591 0.3345
H 7.362 0.101 -4.287 0.1841
H 7.055 -4.152 1.242 0.4256
H -7.016 -4.555 -4.874 0.1820
H -3.136 0.116 -5.645 0.4097
H -4.087 -3.203 0.567 0.4201
H -3.144 4.199 3.122 0.4131
H -1.867 -4.339 0.794 0.1813
H -1.967 4.494 4.377 0.4606
H -5.773 4.547 2.145 0.4195
H -1.982 0.086 -1.473 0.4474
H 6.931 -2.352 -4.004 0.2162
H -6.941 -5.623 -7.137 0.3708
H -2.023 -2.233 -2.361 0.1954
H 1.579 1.419 0.014 0.4307
H 2.379 -1.334 5.352 0.0799
H -7.141 6.581 5.566 0.3763
H 7.126 -3.466 -6.460 0.3838
H 6.314 -0.158 0.243 0.1884
H -2.269 1.526 1.232 0.0511
H 3.031 -2.952 7.144 0.3555
H 5.004 -4.504 6.125 0.3875
H -3.586 2.093 2.047 0.2766
H -5.055 -4.306 -8.561 0.3799
H -2.698 1.733 -3.502 0.4153
H -0.928 -0.266 1.010 0.5282
H 3.666 -1.577 3.225 0.4409
H -5.410 -2.657 -4.572 0.4315
H 7.819 0.804 -6.643 0.3690
H 0.073 4.743 3.191 0.3073
H 6.276 -1.737 2.183 0.3876
H 1.973 5.314 1.706 0.4271
```

The calculation puts the energy at -2897.35656 Ha. Its SMILES is C[PH](N)([PH2]=S)c1ccccn1.c1cc[nH]c1.c1cc[nH]c1.c1cc[nH]c1.c1cc[nH]c1.c1cc[nH]c1.c1cc[nH]c1.c1cc[nH]c1. The calculation puts the gap between HOMO and LUMO at 0.2982 Eh.